DFT (ωB97M-V/def2-TZVPD) results for an isolated ion of composition C4H11N2O and charge +1.

Output
E_tot = -9346.734 eV
Net charge = +1
Spin multiplicity = 1
E_LUMO = -3.76 eV
Molar mass = 103.1 g mol⁻¹
HOMO-LUMO gap = 9.05 eV
Energy above the lowest of the compared OMol25 structures with the same formula, charge and spin = 2.123 eV
HOMO energy = -12.81 eV

The geometry in XYZ format:
```
18
Properties=species:S:1:pos:R:3:forces:R:3:nbo_charge:R:1
O 1.35622 -1.53068 -1.81434 0.2 0.4 -0.2 -0.49
C 1.43956 -0.76257 -0.89106 -0.5 -1.0 0.3 0.42
C 0.30273 0.22868 -0.65950 0.2 0.0 -0.5 -0.16
C -0.76720 -0.41672 0.25433 0.4 0.5 -1.1 -0.42
C -0.26289 -0.39984 1.69348 -0.2 0.1 0.6 -0.21
N -0.12415 0.94557 2.18951 -0.4 -0.1 -1.7 -0.88
N -0.23198 0.50568 -2.04411 -0.8 -0.6 -0.4 -0.68
H 2.20568 -0.89763 -0.11820 0.1 0.3 0.0 0.17
H 0.65661 1.18307 -0.27572 -0.1 -0.1 0.3 0.26
H -1.70565 0.11113 0.03458 0.1 0.4 0.9 0.22
H -1.04894 -1.42260 -0.06726 0.6 -0.2 0.0 0.25
H -0.97381 -1.04518 2.22929 0.3 0.1 0.3 0.20
H 0.74854 -0.80397 1.76803 -0.3 -0.7 -0.2 0.20
H -0.90075 1.51290 1.92952 -0.3 0.6 0.6 0.37
H 0.41748 1.19586 2.98532 0.0 -0.2 0.4 0.41
H -1.22635 0.75058 -2.06092 0.2 0.3 0.3 0.44
H -0.18414 -0.36419 -2.60165 0.4 -0.1 0.2 0.46
H 0.29902 1.20992 -2.55131 0.1 0.2 0.0 0.45
```
Positions in Å, forces in eV/Å.

DFT (ωB97M-V/def2-TZVPD) results for C4H7O2Tb as an isolated structure.

Output
E_tot = -30779.946 eV
Net charge = +1
Spin multiplicity = 8
E_LUMO (alpha / beta) = -3.56 / -4.72 eV
Molar mass = 246.0 g mol⁻¹
HOMO-LUMO gap (alpha / beta) = 7.36 / 6.34 eV
Energy above the lowest of the compared OMol25 structures with the same formula, charge and spin = 0.233 eV
HOMO energy (alpha / beta) = -10.92 / -11.06 eV

The geometry in XYZ format:
```
14
Properties=species:S:1:pos:R:3:forces:R:3:mulliken_charge:R:1
H 0.16109 -1.98862 -0.24993 -0.5 -1.0 0.7 -0.40
O 2.15525 -0.42087 -1.41971 -0.8 -0.3 0.9 -0.49
C 0.86625 -0.30155 -0.98241 0.0 2.1 -1.3 -0.37
C 0.55296 0.72659 -0.12571 0.9 -0.2 -0.5 -0.32
C -0.87644 1.14883 0.10861 0.1 -0.5 1.0 -0.39
C -0.83466 0.53208 1.47052 -1.4 0.6 -0.4 0.10
O -1.17805 -0.64347 1.73156 0.2 -0.6 -0.2 -0.63
Tb -1.26637 -2.87910 1.14649 0.6 0.9 -0.3 1.45
H 2.20068 -1.00881 -2.17852 0.0 -0.2 0.0 0.37
H 0.10009 -0.64467 -1.68745 0.4 -0.1 0.5 0.35
H 1.36227 1.35706 0.25036 -0.3 -0.3 0.0 0.42
H -1.59536 0.66009 -0.55831 0.2 0.2 0.1 0.28
H -0.98652 2.24022 0.17816 -0.1 -0.4 -0.3 0.27
H -0.66118 1.22223 2.31636 0.7 -0.4 -0.3 0.37
```
Positions in Å, forces in eV/Å.

DFT (ωB97M-V/def2-TZVPD) results for a 11-piece molecular cluster, H24NO10 overall.

Output
E_tot = -22344.045 eV
Net charge = +1
Spin multiplicity = 1
E_LUMO = -3.68 eV
Molar mass = 198.2 g mol⁻¹
HOMO-LUMO gap = 9.70 eV
Energy above the lowest of the compared OMol25 structures with the same formula, charge and spin = 6.751 eV
HOMO energy = -13.38 eV

The geometry in XYZ format:
```
35
Properties=species:S:1:pos:R:3:forces:R:3:nbo_charge:R:1
N -0.13114 0.05726 -0.05323 -1.8 7.6 11.8 -0.80
H 0.18286 0.86626 -0.38523 2.1 4.4 -2.0 0.42
H -0.34314 -0.47774 -0.64923 -3.4 -9.9 -11.5 0.38
H -1.18214 0.35726 0.28177 3.2 -1.0 0.6 0.49
H 0.57786 -0.42074 0.50377 -0.9 0.3 1.0 0.46
O -1.98914 1.38326 2.30477 -1.4 -0.6 -0.5 -0.95
H -1.58414 1.13226 3.12977 0.2 -0.1 0.5 0.47
H -2.90314 0.99526 2.37177 1.2 0.6 -0.1 0.49
O -2.49514 -2.95474 0.17777 -9.9 -1.8 -0.2 -0.95
H -2.75014 -2.69074 -0.68823 0.5 0.3 -0.8 0.48
H -1.68414 -2.84374 0.36277 9.5 1.4 1.5 0.45
O 0.35286 -2.22574 0.72077 -1.4 -0.3 -1.6 -0.96
H 1.03586 -2.14474 0.04777 0.7 -0.5 -1.2 0.50
H 0.84286 -2.20074 1.49077 1.3 -0.5 2.8 0.46
O 3.25286 0.81326 1.90277 0.7 0.3 -0.9 -1.02
H 2.43586 0.57926 2.43377 1.5 1.7 -0.9 0.47
H 3.29586 1.75226 1.62577 -0.4 -1.0 0.6 0.47
O 1.26586 0.17026 3.01877 -1.8 -2.3 1.2 -0.93
H 0.69786 0.41726 3.76677 0.4 -0.1 -0.1 0.51
H 1.50486 -0.78374 3.16477 -0.4 1.3 0.2 0.50
O 1.64586 0.33626 -2.35723 -3.1 4.3 -3.1 -0.98
H 0.72986 0.44326 -2.98723 4.3 0.4 2.3 0.52
H 2.25486 1.18026 -2.28023 -2.1 -2.3 -0.8 0.54
O -2.44514 1.54426 -2.01423 -1.1 -0.5 -1.3 -0.94
H -1.63314 1.85226 -2.42023 0.0 0.3 -0.2 0.46
H -3.06514 1.39526 -2.79323 1.1 0.3 1.6 0.49
O -2.07014 -1.87274 -2.24923 -3.6 1.8 3.2 -0.95
H -1.37414 -2.09674 -2.74223 4.1 -1.7 -3.2 0.47
H -2.83214 -1.79874 -2.81023 -0.4 0.1 -0.5 0.49
O 2.23586 -1.62074 -1.29423 0.7 0.2 1.8 -1.02
H 1.83786 -0.95674 -1.97423 1.8 -1.3 1.9 0.49
H 2.86886 -1.12274 -0.65323 -1.5 -1.0 -2.0 0.48
O 0.41086 3.32326 0.30277 2.8 -1.9 -6.2 -0.98
H 0.11886 3.67826 1.06177 -1.3 2.7 3.9 0.48
H 0.93386 3.93426 -0.31723 -1.5 -0.9 2.2 0.50
```
Positions in Å, forces in eV/Å.

DFT (ωB97M-V/def2-TZVPD) results for one molecule with the formula C5H8O2.

Output
E_tot = -9408.482 eV
Spin multiplicity = 1
E_LUMO = 0.77 eV
Molar mass = 100.1 g mol⁻¹
HOMO-LUMO gap = 10.27 eV
Energy above the lowest of the compared OMol25 structures with the same formula, charge and spin = 1.350 eV
HOMO energy = -9.50 eV

The geometry in XYZ format:
```
15
Properties=species:S:1:pos:R:3:forces:R:3:nbo_charge:R:1
O -0.12215 -2.35595 1.08431 -0.2 -0.1 -0.1 -0.71
C -0.01494 -0.95797 1.27870 0.1 0.4 0.1 -0.05
C 0.55714 -0.26779 0.04296 0.2 -0.2 0.1 -0.37
C -0.45064 0.04016 -1.10097 -0.1 -0.1 -0.1 -0.40
C -0.21775 1.55223 -0.90030 -0.1 0.2 0.1 -0.52
C 0.90642 1.24085 0.05963 0.4 0.1 0.3 0.62
O 1.72443 1.91939 0.61900 -0.3 -0.5 -0.2 -0.51
H -0.82592 -2.51985 0.44385 0.1 0.0 0.1 0.46
H 0.65000 -0.82168 2.13470 0.0 0.0 -0.1 0.20
H -0.99549 -0.52774 1.54359 0.2 0.0 -0.1 0.16
H 1.43671 -0.83097 -0.28247 -0.1 -0.1 0.0 0.24
H -0.13572 -0.34537 -2.07308 0.0 0.1 0.1 0.22
H -1.48641 -0.27108 -0.92244 0.2 -0.1 0.0 0.20
H -0.94957 1.92518 -0.17177 -0.3 0.3 -0.5 0.23
H -0.07611 2.22061 -1.75571 -0.1 0.0 0.3 0.24
```
Positions in Å, forces in eV/Å.

Q: Number 2 is which compound?
A: C4H7O2Tb

Q: E_tot of number 1 (C4H11N2O)?
A: -9346.734 eV

Q: Which value of energy above the lowest of the compared OMol25 structures with the same formula, charge and spin does entry 2 give?
A: 0.233 eV

Repeat the second record exactly.
DFT (ωB97M-V/def2-TZVPD) results for C4H7O2Tb as an isolated structure.

Output
E_tot = -30779.946 eV
Net charge = +1
Spin multiplicity = 8
E_LUMO (alpha / beta) = -3.56 / -4.72 eV
Molar mass = 246.0 g mol⁻¹
HOMO-LUMO gap (alpha / beta) = 7.36 / 6.34 eV
Energy above the lowest of the compared OMol25 structures with the same formula, charge and spin = 0.233 eV
HOMO energy (alpha / beta) = -10.92 / -11.06 eV

The geometry in XYZ format:
```
14
Properties=species:S:1:pos:R:3:forces:R:3:mulliken_charge:R:1
H 0.16109 -1.98862 -0.24993 -0.5 -1.0 0.7 -0.40
O 2.15525 -0.42087 -1.41971 -0.8 -0.3 0.9 -0.49
C 0.86625 -0.30155 -0.98241 0.0 2.1 -1.3 -0.37
C 0.55296 0.72659 -0.12571 0.9 -0.2 -0.5 -0.32
C -0.87644 1.14883 0.10861 0.1 -0.5 1.0 -0.39
C -0.83466 0.53208 1.47052 -1.4 0.6 -0.4 0.10
O -1.17805 -0.64347 1.73156 0.2 -0.6 -0.2 -0.63
Tb -1.26637 -2.87910 1.14649 0.6 0.9 -0.3 1.45
H 2.20068 -1.00881 -2.17852 0.0 -0.2 0.0 0.37
H 0.10009 -0.64467 -1.68745 0.4 -0.1 0.5 0.35
H 1.36227 1.35706 0.25036 -0.3 -0.3 0.0 0.42
H -1.59536 0.66009 -0.55831 0.2 0.2 0.1 0.28
H -0.98652 2.24022 0.17816 -0.1 -0.4 -0.3 0.27
H -0.66118 1.22223 2.31636 0.7 -0.4 -0.3 0.37
```
Positions in Å, forces in eV/Å.